Entry from the Open Molecules 2025 dataset: a structure of composition C22H15Br2F5N5O2PtSTe (ωB97M-V with the def2-TZVPD basis set).

As for the total energy: -209644.1108 eV. For the strongest force on any atom, the calculation gives 0.0071 hartree/bohr. Its spin multiplicity is 5. The frontier orbital gap (spin up / spin down) comes out at 0.255 / 0.217 hartree. As for the energy above the lowest of the compared OMol25 structures with the same formula, charge and spin: 0.00 kcal/mol. Its charge is +1. Its expectation value of S² is 6.074.

Geometry (Å):
1 Pt -0.385 0.004 0.685
2 Te 1.614 -1.994 2.658
3 Br -4.802 3.253 5.328
4 Br 0.109 0.602 5.888
5 S -2.312 -1.466 0.304
6 F 1.930 -2.401 4.478
7 F 0.836 -1.926 0.566
8 F 3.557 -2.071 2.339
9 F 1.672 -3.789 2.243
10 F -0.284 -2.311 3.048
11 O 2.490 1.508 1.959
12 O -0.078 0.625 2.861
13 N -1.274 -0.803 -2.122
14 N 1.809 0.619 0.017
15 N -3.421 -1.495 -2.106
16 N -1.953 1.576 1.221
17 N -0.248 -0.390 -1.423
18 C 2.073 0.056 -1.190
19 C -4.200 2.872 2.201
20 C -3.322 2.446 4.527
21 C 2.819 0.938 0.795
22 C 3.362 -0.207 -1.614
23 C -4.003 2.723 0.849
24 C 0.948 -2.759 -4.905
25 C 4.160 0.694 0.443
26 C -1.210 1.322 4.805
27 C 1.135 -0.936 -3.351
28 C -2.128 1.726 2.542
29 C 4.424 0.117 -0.768
30 C -2.351 -1.207 -1.362
31 C 0.743 -2.245 -3.636
32 C 1.513 -1.965 -5.895
33 C 0.941 -0.395 -2.000
34 C 1.893 -0.660 -5.615
35 C -2.330 1.935 5.342
36 C -1.057 1.180 3.384
37 C -3.244 2.363 3.093
38 C -2.865 2.058 0.394
39 C 1.722 -0.147 -4.340
40 H -2.431 2.007 6.416
41 H 3.263 1.586 2.531
42 H 3.536 -0.695 -2.559
43 H 2.022 0.869 -4.114
44 H -4.235 -1.906 -1.682
45 H 1.663 -2.369 -6.887
46 H -5.079 3.376 2.580
47 H 0.669 -3.781 -5.122
48 H -3.328 -1.502 -3.110
49 H -2.685 1.918 -0.665
50 H -4.717 3.111 0.136
51 H 0.319 -2.860 -2.854
52 H 5.442 -0.102 -1.060
53 H 2.329 -0.043 -6.389
54 H 4.952 0.942 1.136